A cluster of 8 separate species, C16H48O11 in total at a distorted geometry. Source: OMol25; level of theory: ωB97M-V with the def2-TZVPD basis set.

CARTESIAN COORDINATES (ANGSTROEM)
1 C -2.5789 -3.5061 1.5012
2 C -1.5647 -2.4729 1.9658
3 O -2.1160 -1.3189 2.5533
4 H -2.0305 -4.3881 1.1504
5 H -3.1778 -3.1355 0.6646
6 H -3.2545 -3.8690 2.2774
7 H -0.9695 -2.2305 1.0745
8 H -0.8723 -2.9238 2.6786
9 H -2.6267 -0.8596 1.8643
10 C 1.2669 4.7550 1.0634
11 C 0.5748 4.8206 -0.2773
12 O 1.3457 4.2541 -1.3268
13 H 2.2583 5.2060 0.9618
14 H 1.4097 3.7460 1.4483
15 H 0.7331 5.3789 1.7856
16 H 0.3892 5.8677 -0.5227
17 H -0.4113 4.3370 -0.2506
18 H 1.3008 3.2952 -1.2146
19 C -0.1909 -3.1441 -1.9045
20 C 0.5749 -3.9019 -2.9596
21 O 1.9729 -3.5844 -2.7999
22 H 0.3222 -3.2124 -0.9461
23 H -1.2124 -3.5098 -1.8154
24 H -0.2523 -2.0826 -2.1597
25 H 0.2458 -3.6290 -3.9678
26 H 0.4497 -4.9832 -2.8498
27 H 2.5046 -4.2038 -3.3067
28 C -2.2611 3.2024 -2.3211
29 C -3.3854 2.2504 -2.6673
30 O -3.3444 1.1379 -1.7632
31 H -2.3552 3.5290 -1.2838
32 H -2.3134 4.0600 -2.9903
33 H -1.2960 2.7040 -2.4146
34 H -3.2576 1.9068 -3.6982
35 H -4.3560 2.7511 -2.6027
36 H -3.6562 0.3327 -2.1838
37 C -3.3091 1.8351 3.1054
38 C -3.4999 1.9827 1.6142
39 O -3.2338 0.7112 0.9982
40 H -4.2005 1.4162 3.5729
41 H -3.0976 2.8018 3.5663
42 H -2.4661 1.1798 3.3214
43 H -2.7490 2.6792 1.2175
44 H -4.4979 2.3271 1.3397
45 H -3.4279 0.8324 0.0550
46 C 1.5868 -1.8282 4.3619
47 C 3.0826 -1.9688 4.3086
48 O 3.4686 -2.9117 3.3030
49 O 0.9738 -2.9919 4.9334
50 H 1.1008 -1.6344 3.4039
51 H 1.4027 -0.9799 5.0272
52 H 3.4721 -2.2647 5.2855
53 H 3.4989 -0.9863 4.0534
54 H 4.2235 -2.5546 2.8323
55 H 1.4398 -3.7530 4.5713
56 C 3.8397 -0.6901 -4.1362
57 C 2.4354 -0.3711 -3.6770
58 O 2.2308 -0.7669 -2.3027
59 O 4.8091 0.0838 -3.4515
60 H 3.9238 -0.4243 -5.1927
61 H 4.0364 -1.7632 -4.0374
62 H 1.7436 -0.9632 -4.2902
63 H 2.2365 0.6921 -3.7717
64 H 2.3132 -1.7333 -2.2686
65 H 4.8072 -0.2099 -2.5347
66 C 0.6990 0.4567 1.0630
67 C -0.1031 0.9343 -0.1115
68 O 0.7006 1.3549 -1.2085
69 O 1.4645 -0.6926 0.7044
70 H 0.0125 0.1785 1.8661
71 H 1.3347 1.2640 1.4492
72 H -0.6881 1.8134 0.1683
73 H -0.7829 0.1350 -0.4223
74 H 1.1693 0.6103 -1.6254
75 H 2.1844 -0.3795 0.1457

Properties
SMILES: OCCO.OCCO.OCCO.CCO.CCO.CCO.CCO.CCO
LUMO, hartree: 0.009
Net charge: 0
E_tot, eV: -39890.9589
Frontier orbital gap, eV: 9.76

The Mulliken scheme yields these atomic charges, measured in e: -1.4198, 0.3469, -0.3976, 0.3928, 0.3025, 0.3562, -0.0827, 0.2718, 0.3454, -0.9440, 0.2336, -0.5886, 0.2889, 0.1474, 0.3497, 0.4129, -0.2551, 0.3092, -0.6646, -0.4670, -0.5198, 0.1846, 0.4552, 0.0800, 0.2834, 0.4128, 0.2548, -0.5514, -0.4301, -0.4348, 0.0090, 0.4261, 0.0890, 0.3556, 0.2818, 0.2321, -1.2603, 0.2009, -0.5325, 0.3244, 0.3785, 0.2198, -0.0221, 0.3187, 0.3056, 0.1780, -0.5708, -0.5209, -0.5390, -0.1777, 0.2977, 0.3077, 0.3752, 0.2976, 0.3331, -0.5567, -0.2565, -0.3305, -0.5358, 0.3696, 0.2626, 0.2524, 0.2578, 0.1457, 0.3116, -0.2854, 0.5999, -0.1423, -0.4479, 0.1645, 0.0566, -0.0999, -0.1727, 0.1820, 0.2451

***

A structure of composition C23H21CsN6O11 at a distorted geometry. Source: OMol25; level of theory: ωB97M-V with the def2-TZVPD basis set.

CARTESIAN COORDINATES (ANGSTROEM)
1 Cs -1.5478 0.2598 0.7330
2 O -5.4070 -2.3495 -0.8138
3 C -4.6576 -1.4673 -0.3903
4 N -3.8238 -1.4799 0.6510
5 C -3.9185 -2.2777 1.7295
6 O -4.9115 -2.6196 2.3663
7 C -2.5698 -2.8440 2.2550
8 C -2.5057 -4.2209 2.4530
9 C -1.3201 -4.7773 2.8911
10 C -0.2373 -3.9465 3.1234
11 C -0.3874 -2.5871 2.8990
12 N -1.5288 -2.0483 2.4935
13 C -4.6497 -0.1518 -1.2416
14 C -5.4748 -0.0797 -2.3610
15 C -5.5111 1.0974 -3.0836
16 C -4.7185 2.1644 -2.6870
17 C -3.9017 2.0036 -1.5753
18 N -3.9014 0.8778 -0.8732
19 H -3.3882 -4.8147 2.2617
20 H -1.2348 -5.8472 3.0418
21 H 0.7149 -4.3418 3.4525
22 H 0.4353 -1.8954 3.0571
23 H -6.0590 -0.9530 -2.6139
24 H -6.1502 1.1844 -3.9553
25 H -4.7135 3.0986 -3.2346
26 H -3.2431 2.7896 -1.2177
27 O -0.5735 2.8705 0.3822
28 C 0.3817 2.4318 1.0531
29 O 0.3051 1.6621 2.0319
30 C 1.7792 2.8067 0.5841
31 C 2.4332 3.8962 1.0677
32 C 3.7139 4.2180 0.5748
33 C 4.3361 3.4556 -0.3899
34 C 3.6726 2.3271 -0.8562
35 C 2.3608 1.9298 -0.4140
36 O 1.7147 0.9352 -0.8269
37 N 4.3897 1.5583 -1.8609
38 O 5.2955 2.1196 -2.4782
39 O 4.1109 0.3861 -2.0395
40 N 4.3963 5.3754 1.0894
41 O 5.5436 5.6022 0.7146
42 O 3.8757 6.0001 2.0068
43 H 1.9758 4.5206 1.8196
44 H 5.3073 3.7052 -0.7794
45 C -0.3339 1.9461 -3.0640
46 O -0.0743 0.5729 -2.8585
47 H 0.5813 2.4917 -3.3342
48 H -0.7565 2.4237 -2.1725
49 H -1.0445 2.0387 -3.8902
50 H 0.6107 0.5654 -2.1605
51 C 3.4162 -1.4969 0.6588
52 N 2.4439 -2.5320 0.4077
53 C 2.6347 -3.8025 1.0528
54 C 1.3146 -2.2941 -0.3130
55 O 0.4250 -3.1131 -0.4653
56 H 4.4238 -1.8594 0.4343
57 H 3.3836 -1.1801 1.7073
58 H 3.2028 -0.6456 0.0193
59 H 3.5461 -4.2938 0.6925
60 H 1.7724 -4.4304 0.8374
61 H 2.7291 -3.6880 2.1386
62 H 1.3173 -1.2771 -0.7302

Properties
LUMO, hartree: 0.143
Net charge: -2
E_tot, eV: -56201.6511
Frontier orbital gap, eV: 6.94

The Mulliken scheme yields these atomic charges, measured in e: 1.3076, -0.7653, -0.1814, -0.0413, 0.0548, -0.6602, 0.5987, -0.4962, -0.4380, -0.5152, -0.3885, -0.3425, 0.3732, -0.3208, -0.2640, -0.6522, -0.4016, -0.2225, 0.4050, 0.3787, 0.4122, 0.5029, 0.4612, 0.3849, 0.3641, 0.5591, -0.7719, -0.2605, -0.8985, 1.1035, -0.2548, -0.4373, -0.3393, -0.2053, 0.2527, -0.6971, 0.9646, -0.7078, -0.5607, 1.0054, -0.6776, -0.6704, 0.5396, 0.5903, -0.3991, -0.5830, 0.2367, 0.0795, 0.3083, 0.3292, -0.4385, 0.1588, -1.1083, 0.2798, -0.6966, 0.2969, 0.2765, -0.1826, 0.3485, 0.3578, 0.2941, 0.3540